Entry 1:
The following is a quantum chemistry calculation of a structure of composition C34H35F7GaN2O18S at a distorted geometry, from the Open Molecules 2025 dataset.

```
98
Properties=species:S:1:pos:R:3:forces:R:3
N 6.14204 -0.62728 0.03758 -0.287 0.406 -0.050
C 5.50490 0.10091 1.12596 -0.347 -0.197 1.007
C 5.13535 -0.77732 2.37023 0.597 -0.466 -1.173
C 4.40458 -2.08717 1.98653 -0.392 0.918 0.361
C 2.97451 -1.78764 1.49537 0.382 -0.627 0.258
C 2.28055 -2.96851 0.77680 0.281 0.549 -0.601
Ga 1.21825 -2.37121 -0.86721 -1.730 -0.002 1.779
C 0.29010 -0.59813 -0.45096 0.510 0.406 -0.915
C 0.62151 0.60602 -1.37094 -0.648 0.096 0.966
N 2.02962 1.03389 -1.30824 -0.108 -0.242 0.181
S 2.64729 -2.35443 -2.71796 2.156 -1.234 1.312
O 3.78376 -1.46488 -2.47197 -0.617 1.150 -0.516
O 3.16266 -3.71304 -2.85822 -0.936 -0.483 -0.551
C 1.83644 -1.98724 -4.37629 0.038 0.773 0.319
F 1.90180 -3.04153 -5.17060 0.522 -0.608 -0.650
F 0.52162 -1.80585 -4.13234 -0.528 0.356 0.388
C 2.33728 -0.72967 -5.12131 0.289 -0.624 -1.184
F 2.07101 0.39146 -4.48823 -0.211 0.390 0.804
F 1.63767 -0.68220 -6.28894 -0.194 -0.169 -0.272
C 3.86268 -0.74761 -5.51569 -0.907 1.276 0.650
F 4.03082 -0.34818 -6.76321 -0.156 -0.114 -1.329
F 4.40552 -1.91091 -5.35470 0.567 -1.604 0.050
F 4.49293 0.14158 -4.78739 0.675 0.602 0.942
H 5.42676 -0.99815 -0.58273 0.226 -0.108 -0.067
H 6.69637 -1.39654 0.39492 -0.073 0.016 -0.072
H 6.15559 0.90496 1.50382 -0.004 -0.098 -0.233
H 4.58744 0.59119 0.77967 0.232 -0.074 -0.278
H 4.53941 -0.17037 3.06207 0.171 -0.185 0.120
H 6.09919 -1.07266 2.81379 -0.241 0.266 0.330
H 4.37385 -2.70954 2.89021 -0.037 -0.190 -0.292
H 4.95887 -2.61436 1.20488 0.002 -0.010 0.157
H 3.02080 -0.87804 0.88360 -0.146 -0.148 0.013
H 2.38848 -1.54429 2.39394 -0.007 0.252 -0.255
H 2.98684 -3.72948 0.41853 0.047 0.101 0.362
H 1.59087 -3.42987 1.49217 -0.035 -0.203 -0.389
H 0.03996 -3.46250 -1.07471 0.203 -0.035 -0.442
H 0.51706 -0.28839 0.58294 -0.051 -0.193 -0.112
H -0.79276 -0.75003 -0.52512 0.593 -0.287 0.057
H 0.00704 1.45613 -1.01907 0.090 -0.064 -0.309
H 0.27138 0.38648 -2.38945 0.388 0.058 0.008
H 2.11779 1.78546 -0.63154 -0.141 -0.125 -0.257
H 2.53401 0.26589 -0.86754 0.254 0.052 -0.435
C -5.74457 -0.39946 1.53340 -0.117 -0.104 -0.129
C -4.49133 0.05801 1.40902 -0.437 0.059 0.461
C -3.61041 -0.36978 0.27575 0.114 -0.413 -0.520
O -2.48499 0.07316 0.18756 -0.560 0.635 0.592
C -4.14310 -1.32495 -0.68424 0.247 0.126 -0.056
C -5.38758 -1.78605 -0.55822 0.353 -0.083 -0.338
C -6.28323 -1.34400 0.55557 -0.059 0.236 0.377
O -7.41779 -1.78467 0.61147 0.071 -0.129 -0.201
O -5.88368 -2.67253 -1.42936 -0.631 0.076 0.352
O -3.95300 0.91534 2.27827 0.387 -0.333 -0.233
H -6.39229 -0.09831 2.34516 0.012 0.009 -0.001
H -3.48966 -1.64173 -1.48734 -0.018 -0.041 -0.003
H -6.79527 -2.86213 -1.13574 0.058 0.018 -0.045
H -3.04376 1.08506 1.95567 -0.061 0.107 -0.050
C 4.09110 4.30639 1.08260 -0.179 -0.141 -0.050
C 4.82072 5.17270 1.79437 0.123 -0.121 -0.494
C 4.48521 5.50223 3.21753 -0.366 -0.101 0.443
O 5.19680 6.28501 3.82167 0.165 0.052 -0.257
C 3.31414 4.87009 3.81234 0.232 0.193 0.022
C 2.58190 4.00561 3.10005 -0.197 0.066 0.552
C 2.93345 3.65722 1.68582 0.439 0.084 -0.501
O 2.23987 2.85144 1.09704 -0.244 0.133 0.461
O 1.50292 3.40490 3.60062 0.125 -0.089 -0.470
O 5.88729 5.79283 1.28436 -0.108 0.118 0.450
H 4.32421 4.05800 0.05599 0.022 -0.023 0.017
H 3.07240 5.12823 4.83373 -0.009 -0.025 -0.002
H 1.16192 2.83140 2.88480 -0.005 -0.024 0.061
H 6.23290 6.35823 2.00170 0.020 -0.032 -0.052
C -5.89421 5.35882 3.35160 -0.102 0.275 -0.106
C -5.03987 4.36963 3.05640 -0.282 -0.101 0.491
C -4.18289 4.41481 1.82306 0.162 0.285 -0.497
O -3.40625 3.50458 1.60978 -0.019 0.077 0.267
C -4.32702 5.55906 0.92912 0.086 -0.217 0.048
C -5.18425 6.54184 1.22569 0.291 0.034 -0.469
C -6.01749 6.51111 2.47038 -0.177 -0.315 0.525
O -6.76699 7.44497 2.69522 0.088 0.145 -0.286
O -5.34816 7.60539 0.43603 -0.259 -0.001 0.394
O -4.90650 3.29894 3.83482 0.341 0.151 -0.425
H -6.51469 5.33992 4.23639 0.020 -0.024 0.006
H -3.71848 5.57273 0.03567 -0.003 0.011 0.005
H -6.01888 8.16180 0.87776 0.040 -0.001 -0.040
H -4.23931 2.72682 3.40443 -0.181 -0.176 0.033
C -1.47116 -6.78187 -2.20411 -0.253 -0.266 0.221
C -1.54796 -5.54267 -2.71200 0.578 -0.186 -0.193
C -2.65643 -4.60708 -2.32805 -0.371 0.116 0.354
O -2.67326 -3.48815 -2.80293 0.142 -0.110 -0.210
C -3.67401 -5.09117 -1.39745 0.091 0.212 -0.088
C -3.59262 -6.32628 -0.89559 -0.333 0.316 0.106
C -2.47220 -7.25214 -1.25988 0.632 -0.044 -0.417
O -2.44612 -8.36235 -0.75385 -0.341 0.017 0.187
O -4.50124 -6.81156 -0.04127 0.292 -0.288 -0.082
O -0.65411 -5.07852 -3.57458 -0.561 0.195 0.047
H -0.67725 -7.46500 -2.46994 0.040 0.054 0.013
H -4.47498 -4.41194 -1.14051 0.034 -0.075 -0.030
H -4.20591 -7.71947 0.16595 0.013 0.046 0.000
H -0.92373 -4.16141 -3.78032 0.223 0.041 0.078
```
Positions in Å, forces in eV/Å.

Its charge is -1. The lowest unoccupied orbital energy is -0.328 eV. The value obtained for the energy is -5802.47024 Ha. The calculation puts the gap between HOMO and LUMO at 5.1 eV.


Entry 2:
The following is a quantum chemistry calculation of an isolated molecule of C2H2IN3 at a distorted geometry, from the Open Molecules 2025 dataset.

```
8
Properties=species:S:1:pos:R:3:forces:R:3
C -0.22805 -0.99668 -0.01765 0.107 0.496 -0.012
C 1.65036 -0.17027 -0.02739 3.737 -0.217 0.080
N 1.08151 -1.33278 -0.02348 0.667 -0.009 -0.006
N -0.44705 0.29842 -0.01903 -1.167 0.259 0.038
N 0.78123 0.83898 -0.02221 0.323 -0.242 -0.012
I 4.12413 0.01546 0.00169 -3.354 -0.053 -0.051
H -1.00257 -1.73406 -0.00757 -0.330 -0.033 -0.017
H 0.92445 1.83705 -0.01036 0.017 -0.202 -0.020
```
Positions in Å, forces in eV/Å.

As for the energy above the lowest of the compared OMol25 structures with the same formula, charge and spin: 20.1 kcal per mole. Its SMILES is Ic1ncn[nH]1. Its charge is 0. The lowest unoccupied orbital energy is -1.319 eV. The value obtained for the energy is -539.32783 Ha. The calculation puts the gap between HOMO and LUMO at 8.6 eV.


Entry 3:
The following is a quantum chemistry calculation of a cluster of 2 separate species, C5H15NO2 in total at a distorted geometry, from the Open Molecules 2025 dataset.

```
23
Properties=species:S:1:pos:R:3:forces:R:3
C 1.59941 0.82701 0.81286 0.005 0.522 0.970
N 1.68477 0.74037 -0.58357 -0.644 -0.571 0.503
C 2.23339 -0.44480 -1.26670 0.461 0.820 -0.473
O 1.31118 -1.40607 -1.61907 -0.576 -0.190 0.430
C 0.62592 -0.28661 1.42174 -0.207 0.190 -0.772
C -0.86028 0.04286 1.13586 0.553 0.663 0.065
C -1.57001 -1.01009 0.30638 -0.676 -0.569 0.688
H 1.24309 1.79367 1.15813 -0.202 0.196 -0.436
H 2.58253 0.72823 1.27352 0.266 -0.597 -0.134
H 1.11811 1.39779 -1.10080 -0.082 0.117 -0.458
H 2.75373 -0.03855 -2.14394 0.088 -0.097 0.099
H 2.92641 -0.88316 -0.56410 0.296 -0.204 0.021
H 0.44726 -1.07315 -1.89785 0.197 0.108 -0.209
H 0.90824 -1.20939 0.92622 0.014 -0.343 0.337
H 0.86092 -0.30801 2.47858 0.140 -0.107 0.123
H -0.86490 1.04598 0.69675 -0.367 -0.113 -0.348
H -1.39131 0.21300 2.06884 0.086 -0.284 0.254
H -1.28903 -1.99345 0.68951 0.495 -0.105 -0.488
H -1.47722 -0.91554 -0.77435 0.159 -0.106 0.078
H -2.63933 -1.06283 0.53227 -0.020 0.597 -0.235
H -3.82097 0.82740 -0.67789 -0.105 0.202 0.130
H -3.00411 1.94734 -1.37878 -0.298 0.005 0.148
O -3.37782 1.06801 -1.49360 0.415 -0.133 -0.294
```
Positions in Å, forces in eV/Å.

As for the energy above the lowest of the compared OMol25 structures with the same formula, charge and spin: 39.0 kcal per mole. As for the spin multiplicity: 2. Its charge is +1. The expectation value of S² is 0.76. The lowest unoccupied orbital energy (spin up / spin down) is -3.245 / -8.002 eV. The value obtained for the energy is -404.39683 Ha. The calculation puts the gap between HOMO and LUMO (spin up / spin down) at 11.3 / 6.5 eV.


Entry 4:
The following is a quantum chemistry calculation of a structure of composition C25H20CdN7S3Se, from the Open Molecules 2025 dataset.

```
57
Properties=species:S:1:pos:R:3:forces:R:3
Cd -0.05305 0.22564 0.19195 0.130 -0.071 -0.229
C 4.89842 2.84116 -1.87183 -0.014 -0.089 0.072
S 3.90265 3.30824 -0.44067 -0.246 0.028 -0.135
C 2.38753 2.42579 -0.82152 -0.101 0.392 -0.095
S 2.42994 0.76891 -1.19765 -0.093 -0.267 0.044
N 1.32928 3.20058 -0.77513 0.339 -0.336 0.226
N 0.17791 2.47524 -0.81602 -0.228 0.002 0.022
C -0.82782 3.00464 -1.37593 -0.212 0.106 -0.025
C -2.10929 2.27579 -1.42927 0.026 0.080 0.219
C -3.22180 2.84421 -2.03499 -0.146 0.113 -0.062
C -4.39823 2.11381 -2.09712 0.032 0.050 -0.024
C -4.43294 0.84096 -1.55092 0.008 0.044 -0.032
C -3.27844 0.35227 -0.95619 0.133 -0.036 0.025
N -2.15072 1.04940 -0.90407 -0.034 0.138 0.150
H 5.90146 3.23204 -1.69862 -0.031 -0.027 -0.020
H 4.92922 1.75688 -1.96209 0.049 0.032 -0.010
H 4.48218 3.28341 -2.77725 0.059 -0.034 0.016
H -0.74908 3.98383 -1.84630 -0.078 0.034 -0.001
H -3.15685 3.84351 -2.44860 -0.008 -0.033 0.001
H -5.27800 2.53572 -2.56725 0.007 -0.001 -0.001
H -5.32896 0.23658 -1.58326 0.009 0.000 0.019
H -3.23758 -0.63546 -0.50505 0.040 0.027 -0.006
C -0.53155 0.60072 -3.64331 0.100 -0.044 -0.037
C -0.66985 -0.87286 -3.38873 -0.011 -0.051 -0.042
C -0.74747 -1.76359 -4.49148 -0.004 0.125 -0.012
C -0.93190 -3.08844 -4.26411 -0.036 -0.050 0.008
C -1.05908 -3.56529 -2.93990 0.040 -0.037 -0.015
C -1.29792 -4.93341 -2.67311 0.014 0.081 -0.061
C -1.44511 -5.33855 -1.37900 -0.033 0.037 0.131
C -1.35409 -4.41060 -0.32601 0.039 -0.076 -0.009
C -1.10427 -3.06380 -0.52570 0.031 0.075 -0.030
S -1.03106 -2.01706 0.87124 0.028 -0.018 -0.245
C -0.95100 -2.61916 -1.88935 -0.072 0.102 -0.001
N -0.74721 -1.29000 -2.14796 0.093 -0.278 0.017
H -0.23359 0.79170 -4.67569 -0.014 -0.011 0.029
H 0.21322 1.03295 -2.97466 -0.008 -0.066 -0.028
H -1.48596 1.10260 -3.46012 0.100 -0.102 -0.140
H -0.66222 -1.37139 -5.49743 0.006 -0.002 0.020
H -1.00143 -3.79302 -5.08671 0.017 0.004 0.024
H -1.36936 -5.62976 -3.50105 0.006 0.015 0.012
H -1.64006 -6.38163 -1.15418 0.018 0.039 0.024
H -1.47612 -4.74761 0.69665 0.009 -0.022 -0.042
N 0.05900 1.23597 3.26753 -0.516 0.362 0.067
C -0.40734 1.20124 2.20509 0.310 -0.030 0.138
Se 2.61758 0.35929 3.20067 0.213 -0.112 0.173
N 2.07050 -0.55486 1.78793 -0.018 0.004 0.051
C 2.93138 -1.53260 1.59317 0.018 -0.188 -0.074
C 2.82953 -2.49125 0.53168 0.036 0.061 0.044
C 3.76931 -3.46099 0.44325 0.100 -0.012 0.028
C 4.85420 -3.55004 1.38591 -0.119 -0.011 -0.076
C 4.98115 -2.67149 2.40835 -0.035 0.111 0.014
C 4.01991 -1.61402 2.53646 0.056 0.017 -0.038
N 4.04092 -0.66874 3.46269 0.013 -0.076 -0.150
H 2.00962 -2.41712 -0.17191 -0.016 0.001 0.049
H 3.70996 -4.18978 -0.35643 0.020 -0.001 0.029
H 5.58266 -4.34270 1.26562 -0.015 -0.018 0.003
H 5.79184 -2.73458 3.12322 -0.012 0.017 -0.018
```
Positions in Å, forces in eV/Å.

Its charge is -1. The lowest unoccupied orbital energy is 2.144 eV. The value obtained for the energy is -5111.78814 Ha. The calculation puts the gap between HOMO and LUMO at 6.7 eV.


Question: What is the energy in the second record?
Answer: -539.32783 Ha


Question: Number 2 is which compound?
Answer: C2H2IN3


Repeat the second record exactly.
The following is a quantum chemistry calculation of an isolated molecule of C2H2IN3 at a distorted geometry, from the Open Molecules 2025 dataset.

```
8
Properties=species:S:1:pos:R:3:forces:R:3
C -0.22805 -0.99668 -0.01765 0.107 0.496 -0.012
C 1.65036 -0.17027 -0.02739 3.737 -0.217 0.080
N 1.08151 -1.33278 -0.02348 0.667 -0.009 -0.006
N -0.44705 0.29842 -0.01903 -1.167 0.259 0.038
N 0.78123 0.83898 -0.02221 0.323 -0.242 -0.012
I 4.12413 0.01546 0.00169 -3.354 -0.053 -0.051
H -1.00257 -1.73406 -0.00757 -0.330 -0.033 -0.017
H 0.92445 1.83705 -0.01036 0.017 -0.202 -0.020
```
Positions in Å, forces in eV/Å.

As for the energy above the lowest of the compared OMol25 structures with the same formula, charge and spin: 20.1 kcal per mole. Its SMILES is Ic1ncn[nH]1. Its charge is 0. The lowest unoccupied orbital energy is -1.319 eV. The value obtained for the energy is -539.32783 Ha. The calculation puts the gap between HOMO and LUMO at 8.6 eV.